(1)
A gas-phase ion, C5H9N2O (charge +1) at a distorted geometry, computed with the ωB97M-V functional and the def2-TZVPD basis.

Calculated values
HOMO-LUMO gap (alpha / beta) = 7.50 / 7.50 eV
HOMO energy (alpha / beta) = -13.744 / -13.743 eV
LUMO energy (alpha / beta) = -6.246 / -6.247 eV

Structure (ORCA input):
```
! wB97M-V def2-TZVPD RIJCOSX def2/J DEFGRID3
* xyz 1 1
C -0.889 -0.265 -0.169
C 0.450 -0.788 0.192
C 1.656 1.057 -0.454
C -3.105 0.653 0.147
C 2.707 -1.002 0.291
N -1.862 0.147 0.463
N 1.618 -0.161 0.047
O 0.556 1.719 -0.330
H -0.673 -0.274 -1.302
H 0.547 -1.894 0.371
H -3.722 -0.177 0.684
H -3.375 1.432 0.779
H -3.417 0.799 -0.941
H 2.698 -1.903 -0.405
H 3.601 -0.403 0.265
H 2.601 -1.389 1.303
H 0.608 2.449 -0.940
*
```

Here are the Mulliken charges for atoms 1 to 5, given in e: C -0.108; C -0.089; C -0.250; C -0.778; C -0.938

***

(2)
2 unconnected molecules or ions with the total composition C5H9N2O at a distorted geometry, computed with the ωB97M-V functional and the def2-TZVPD basis.

Calculated values
HOMO-LUMO gap (alpha / beta) = 7.42 / 5.21 eV
HOMO energy (alpha / beta) = -11.161 / -13.197 eV
LUMO energy (alpha / beta) = -3.743 / -7.985 eV
expectation value of S² = 2.01

Structure (ORCA input):
```
! wB97M-V def2-TZVPD RIJCOSX def2/J DEFGRID3
* xyz 1 3
C -2.109 -0.181 1.372
C -2.275 0.270 0.037
C -0.878 -0.815 1.731
C -1.273 -0.087 -0.897
C -0.005 -1.114 0.737
N 1.209 -1.763 0.811
N 1.519 0.899 -2.153
O -0.313 -0.896 -0.560
H -2.796 0.214 2.019
H -3.122 0.854 -0.194
H -0.594 -0.922 2.816
H -1.390 0.035 -1.966
H 1.894 -1.940 0.090
H 1.489 -2.020 1.777
H 1.398 1.853 -2.026
H 2.260 0.758 -2.802
H 1.632 0.376 -1.264
*
```

Here are the Mulliken charges for atoms 1 to 5, given in e: C -0.607; C -0.196; C -0.346; C -0.308; C 0.862

***

(3)
A gas-phase ion, C5H9N2O2 (charge +1) at a distorted geometry, computed with the ωB97M-V functional and the def2-TZVPD basis.

Calculated values
HOMO-LUMO gap = 8.24 eV
HOMO energy = -13.184 eV
SMILES = C[C@@]1(C#[N+]O)CCON1
LUMO energy = -4.942 eV

Structure (ORCA input):
```
! wB97M-V def2-TZVPD RIJCOSX def2/J DEFGRID3
* xyz 1 1
C -0.704 1.422 -0.280
C 0.367 0.318 0.194
C 0.994 0.971 1.361
N 1.467 1.385 2.349
O 1.660 2.279 3.322
C -0.289 -1.077 0.260
C -0.179 -1.813 -1.231
O 0.706 -0.872 -1.868
N 1.382 -0.123 -0.736
H -1.745 0.997 -0.103
H -0.617 1.598 -1.362
H -0.627 2.399 0.254
H 2.436 2.078 3.844
H 0.337 -1.737 0.922
H -1.407 -1.027 0.523
H -1.195 -1.983 -1.836
H 0.264 -2.796 -1.028
H 1.936 0.518 -1.342
*
```

Here are the Mulliken charges for atoms 1 to 5, given in e: C -1.362; C 1.758; C -0.533; N 0.332; O -0.262

***

(4)
A gas-phase ion, C5H9N2O2S (charge +1) at a distorted geometry, computed with the ωB97M-V functional and the def2-TZVPD basis.

Calculated values
HOMO-LUMO gap = 9.82 eV
HOMO energy = -13.368 eV
SMILES = COC(=O)[C@@]1([NH3+])N=CCS1
LUMO energy = -3.545 eV

Structure (ORCA input):
```
! wB97M-V def2-TZVPD RIJCOSX def2/J DEFGRID3
* xyz 1 1
C -2.695 1.134 0.626
O -1.348 0.637 0.622
C -1.128 -0.486 0.032
O -1.849 -1.410 -0.262
C 0.589 -0.748 -0.236
N 0.450 -2.117 -0.714
N 1.202 0.192 -1.096
C 1.960 1.055 -0.593
C 1.930 1.070 0.918
S 1.629 -0.728 1.288
H -3.320 0.357 0.050
H -2.648 2.129 0.137
H -2.941 1.397 1.665
H 0.703 -2.224 -1.724
H -0.560 -2.290 -0.665
H 0.960 -2.876 -0.163
H 2.494 1.882 -1.032
H 2.918 1.559 1.259
H 1.082 1.603 1.393
*
```

Here are the Mulliken charges for atoms 1 to 5, given in e: C -0.613; O -0.212; C 0.635; O -0.598; C 0.345

***

(5)
C5H9N2OP in the gas phase at a distorted geometry, computed with the ωB97M-V functional and the def2-TZVPD basis.

Calculated values
HOMO-LUMO gap (alpha / beta) = 6.45 / 7.39 eV
HOMO energy (alpha / beta) = -5.664 / -9.295 eV
LUMO energy (alpha / beta) = 0.787 / -1.904 eV
expectation value of S² = 2.01

Structure (ORCA input):
```
! wB97M-V def2-TZVPD RIJCOSX def2/J DEFGRID3
* xyz 0 3
C 0.872 -0.958 -0.193
C -0.725 0.569 -0.337
C 1.436 0.329 0.351
C -1.516 -1.743 -0.771
C 0.205 2.469 0.970
N -0.455 -0.773 -0.419
N 0.363 1.204 0.225
O -1.774 1.080 -0.747
P 1.829 -2.387 -0.231
H 1.825 0.290 1.356
H 2.330 0.745 -0.256
H -2.048 -2.242 0.153
H -2.285 -1.059 -1.143
H -1.222 -2.579 -1.440
H -0.132 2.156 2.020
H 1.124 3.056 0.768
H -0.656 2.931 0.616
H 0.830 -3.088 -0.927
*
```

Here are the Mulliken charges for atoms 1 to 5, given in e: C 0.078; C 0.466; C -0.461; C -0.958; C -0.991

***

(6)
A gas-phase ion, C5H9N2OS (charge +1) at a distorted geometry, computed with the ωB97M-V functional and the def2-TZVPD basis.

Calculated values
HOMO-LUMO gap = 10.47 eV
HOMO energy = -13.974 eV
LUMO energy = -3.503 eV

Structure (ORCA input):
```
! wB97M-V def2-TZVPD RIJCOSX def2/J DEFGRID3
* xyz 1 1
C 1.525 0.963 0.252
C -0.232 0.995 -1.581
C 0.851 1.331 1.302
C 0.505 1.538 2.543
C -0.184 -2.316 -0.620
N -1.051 0.150 -0.984
N 1.000 1.297 -1.132
O -2.389 -1.160 0.434
S -0.860 -0.806 0.285
H 2.447 0.294 0.228
H -0.661 1.365 -2.486
H -0.359 0.959 2.929
H 0.719 2.324 3.269
H -0.166 -3.166 -0.011
H 1.038 -2.228 -0.817
H -0.735 -2.517 -1.549
H 1.439 2.035 -1.654
H -2.886 -1.060 -0.409
*
```

Here are the Mulliken charges for atoms 1 to 5, given in e: C -0.710; C 0.107; C 0.736; C -0.766; C -0.911

***

(7)
A molecular structure, C5H9N2OS at a distorted geometry, computed with the ωB97M-V functional and the def2-TZVPD basis.

Calculated values
HOMO-LUMO gap (alpha / beta) = 6.71 / 6.38 eV
HOMO energy (alpha / beta) = -10.586 / -14.084 eV
LUMO energy (alpha / beta) = -3.874 / -7.704 eV
expectation value of S² = 2.02

Structure (ORCA input):
```
! wB97M-V def2-TZVPD RIJCOSX def2/J DEFGRID3
* xyz 1 3
C 1.774 1.513 -0.165
C 1.485 2.444 -1.148
C -0.487 1.181 -0.493
C 0.598 0.760 0.237
C 0.616 -0.289 1.150
N 1.492 -0.869 1.863
N -2.391 -1.643 -0.834
O -0.775 -1.409 1.295
S -0.212 2.565 -1.478
H 2.776 1.423 0.029
H 2.284 3.013 -1.590
H -1.459 0.887 -0.455
H 1.046 -1.849 2.157
H 2.314 -0.467 2.140
H -3.204 -1.244 -1.470
H -2.814 -2.580 -0.428
H -1.568 -1.982 -1.417
H -1.477 -1.453 0.606
*
```

Here are the Mulliken charges for atoms 1 to 5, given in e: C -0.572; C -0.160; C -0.530; C 0.418; C 0.511

***

(8)
2 unconnected molecules or ions with the total composition C5H9N2P at a distorted geometry, computed with the ωB97M-V functional and the def2-TZVPD basis.

Calculated values
HOMO-LUMO gap (alpha / beta) = 7.49 / 7.85 eV
HOMO energy (alpha / beta) = -7.971 / -8.660 eV
LUMO energy (alpha / beta) = -0.477 / -0.814 eV

Structure (ORCA input):
```
! wB97M-V def2-TZVPD RIJCOSX def2/J DEFGRID3
* xyz 0 1
C -1.401 -2.897 -0.897
C -0.116 -3.145 -0.329
C -1.640 -1.566 -0.787
C 0.375 -1.954 0.101
C 0.284 2.760 0.552
N -0.551 -0.977 -0.182
N -0.489 0.309 0.016
P 0.908 1.033 0.636
H -2.048 -3.629 -1.336
H 0.370 -4.098 -0.259
H -2.485 -0.973 -1.079
H 1.297 -1.698 0.586
H 1.118 3.448 0.704
H -0.445 2.893 1.355
H -0.194 2.947 -0.410
H -1.289 0.718 1.849
H 1.577 1.071 -0.620
*
```

Here are the Mulliken charges for atoms 1 to 5, given in e: C -0.391; C -0.622; C -0.490; C -0.109; C -0.875

***

(9)
2 unconnected molecules or ions with the total composition C5H9N2S at a distorted geometry, computed with the ωB97M-V functional and the def2-TZVPD basis.

Calculated values
HOMO-LUMO gap (alpha / beta) = 7.17 / 7.16 eV
HOMO energy (alpha / beta) = -13.589 / -13.589 eV
LUMO energy (alpha / beta) = -6.421 / -6.425 eV

Structure (ORCA input):
```
! wB97M-V def2-TZVPD RIJCOSX def2/J DEFGRID3
* xyz 1 1
C -2.259 0.268 0.851
C -1.139 -1.354 -0.061
C -2.388 0.423 -0.680
C 1.797 -0.396 -0.049
C 1.046 0.820 0.080
N -1.568 -0.916 1.029
N -1.532 -0.527 -1.114
S -1.498 1.763 0.261
H -2.932 0.440 1.691
H -0.366 -2.149 0.087
H -3.178 0.808 -1.254
H 2.919 -0.377 0.033
H 1.560 -0.867 -1.100
H 1.139 1.493 -0.756
H 0.951 1.369 1.061
H 1.602 -1.141 0.706
H -1.421 -0.675 -2.063
*
```

Here are the Mulliken charges for atoms 1 to 5, given in e: C 0.052; C -0.351; C -0.327; C -1.005; C -0.266

***

(10)
A gas-phase ion, C5H9N2S (charge +1) at a distorted geometry, computed with the ωB97M-V functional and the def2-TZVPD basis.

Calculated values
HOMO-LUMO gap = 8.37 eV
HOMO energy = -12.514 eV
LUMO energy = -4.145 eV

Structure (ORCA input):
```
! wB97M-V def2-TZVPD RIJCOSX def2/J DEFGRID3
* xyz 1 1
C -1.045 -0.975 0.055
C -1.851 0.043 -0.342
C -0.398 1.706 0.521
C 0.857 0.325 0.175
C 1.328 -1.916 -0.038
N 0.324 -0.841 0.205
N -1.426 1.383 -0.420
S 2.425 0.721 -0.123
H -1.505 -2.003 0.084
H -2.902 -0.253 -0.702
H -0.511 1.619 1.522
H 0.039 2.588 0.381
H 2.155 -1.545 -0.700
H 1.645 -2.188 1.087
H 0.742 -2.665 -0.492
H -2.150 1.932 -0.791
H 2.272 2.069 -0.421
*
```

Here are the Mulliken charges for atoms 1 to 5, given in e: C -0.272; C -0.218; C -0.885; C 0.480; C -0.982

***

Let's list energy relative to the best compared isomer or geometry (same formula, charge and spin) in order: 147.0, 0.0, 201.3, 21.8, 0.0, 98.7, 28.3, 98.2, 103.3, 68.8 kcal per mole.